Arrangement i

A single C23H29N3O3 molecule, computed with wB97M-V/def2-TZVPD.

Structure (XYZ):
```
58
Properties=species:S:1:pos:R:3
O -5.046 -0.732 -0.827
O 0.406 -1.088 -1.368
O -5.203 0.400 1.127
N -1.883 -2.463 0.522
N -1.762 0.822 3.254
N -4.025 1.253 -0.606
C 4.569 0.944 1.256
C 3.083 -1.248 -1.062
C -4.783 0.298 -0.001
C 0.841 -0.303 -0.560
C 2.542 -0.514 1.263
C -1.315 0.020 0.854
C -5.911 -1.744 -0.308
C 4.038 -0.452 1.577
C -1.938 0.502 -1.637
C -3.358 1.052 -1.870
C -1.944 2.389 0.028
C -1.588 0.456 2.185
C -1.420 1.007 -0.303
C -5.194 -2.678 0.656
C 2.324 -0.210 -0.228
C -1.619 -1.358 0.649
C 4.786 -1.490 0.743
C 4.573 -1.190 -0.740
C 5.112 0.202 -1.065
C -3.473 2.321 0.202
C 4.363 1.238 -0.229
C -0.055 0.621 0.198
C 2.870 1.187 -0.557
H 4.183 -0.663 2.642
H 2.917 -1.051 -2.123
H -4.298 -3.086 0.195
H 2.713 1.398 -1.618
H -3.741 2.111 1.240
H 4.049 1.691 1.861
H 5.851 -1.459 0.981
H 6.180 0.251 -0.844
H -1.949 -0.588 -1.651
H -6.757 -1.263 0.193
H 5.100 -1.937 -1.344
H 4.979 0.414 -2.128
H -3.928 3.275 -0.086
H 4.742 2.240 -0.460
H 4.418 -2.491 0.977
H -1.272 0.832 -2.437
H -3.318 2.021 -2.378
H 5.632 1.000 1.499
H -1.683 3.060 -0.794
H -4.909 -2.135 1.554
H 2.154 -1.509 1.492
H 0.444 1.357 0.816
H 2.013 0.205 1.892
H 2.687 -2.242 -0.849
H -1.493 2.780 0.941
H -6.258 -2.282 -1.193
H -3.939 0.362 -2.478
H -5.858 -3.492 0.932
H 2.351 1.957 0.018
```

Gap between HOMO and LUMO (eV): 9.72
E_LUMO (eV): 0.351
Spin multiplicity: 1
Total charge: 0
SMILES: CCOC(=O)N1CCC2(CC1)[C@H](C(=O)[C@]13C[C@H]4C[C@H](C[C@H](C4)C1)C3)C2(C#N)C#N

---

Arrangement ii

A single C23H29N3O3 molecule, computed with wB97M-V/def2-TZVPD.

Structure (XYZ):
```
58
Properties=species:S:1:pos:R:3
O 0.017 2.964 1.957
O 3.501 3.339 -1.565
O 0.517 2.842 -0.234
N 3.295 1.776 0.037
N 2.946 -1.017 0.057
N -4.775 -0.610 -0.336
C 2.931 -3.185 -1.073
C -2.786 0.553 -1.075
C 2.657 1.127 1.158
C -4.983 -1.219 -1.632
C 2.908 2.901 -0.597
C 2.783 -4.558 -1.010
C -2.307 1.385 1.513
C 3.607 -0.381 -1.061
C 2.394 -3.035 1.256
C -0.260 2.581 0.840
C -3.404 0.604 1.244
C -3.684 0.161 -0.063
C 1.961 -0.144 0.663
C -5.745 -0.305 -2.593
C 2.434 -5.179 0.175
C -1.687 1.329 -0.800
C -5.497 -2.108 1.497
C 2.740 -2.393 0.062
C 4.278 0.913 -0.582
C -1.423 1.763 0.500
C 1.682 3.633 -0.043
C -5.800 -0.870 0.650
C 2.240 -4.404 1.307
H 1.954 1.782 1.664
H -5.418 -2.990 0.866
H 1.795 3.881 1.019
H -5.884 -0.802 -3.550
H 2.265 -2.457 2.159
H 1.564 4.553 -0.624
H 1.975 -4.874 2.244
H 4.378 -1.046 -1.450
H 3.440 0.847 1.873
H 4.720 1.449 -1.424
H -2.954 0.259 -2.098
H 2.899 -0.135 -1.870
H -4.558 -1.987 2.030
H 3.180 -2.732 -2.019
H -6.293 -2.269 2.219
H -1.022 1.618 -1.599
H 1.190 0.139 -0.075
H -4.020 -1.502 -2.064
H -5.201 0.622 -2.754
H 5.054 0.675 0.152
H -2.105 1.715 2.521
H 2.935 -5.146 -1.904
H -4.043 0.328 2.066
H -6.746 -1.018 0.121
H -5.923 0.005 1.291
H -5.552 -2.140 -1.482
H 1.466 -0.646 1.492
H -6.723 -0.058 -2.187
H 2.318 -6.251 0.219
```

Gap between HOMO and LUMO (eV): 8.44
E_LUMO (eV): 0.620
Spin multiplicity: 1
Total charge: 0
SMILES: CCN(CC)c1ccc(C(=O)OCC(=O)N2CCN(c3ccccc3)CC2)cc1

---

Of them, arrangement i has the lowest stability.

---

Arrangement i

2 unconnected molecules or ions with the total composition C2H7NS, computed with wB97M-V/def2-TZVPD.

Structure (XYZ):
```
11
Properties=species:S:1:pos:R:3
S 2.041 0.164 2.781
N -1.587 0.607 -0.721
C 0.413 -0.795 -0.745
C -0.695 -0.300 -1.301
H 0.769 -0.260 0.133
H -1.203 1.122 0.057
H 1.080 -1.529 -1.160
H -1.169 -0.616 -2.226
H -2.229 0.978 -1.402
H 1.339 1.275 2.506
H 1.240 -0.647 2.077
```

Gap between HOMO and LUMO (eV): 9.22
E_LUMO (eV): 0.855
Spin multiplicity: 1
Total charge: 0
SMILES: C=CN.S

---

Arrangement ii

2 unconnected molecules or ions with the total composition C2H7NS, computed with wB97M-V/def2-TZVPD.

Structure (XYZ):
```
11
Properties=species:S:1:pos:R:3
S -2.160 -0.112 2.945
N 0.543 -0.701 -0.907
C 1.027 -1.126 -1.991
C 0.441 0.691 -0.617
H 0.834 -2.163 -2.232
H 0.729 0.927 0.401
H -2.600 0.611 4.008
H -0.802 -0.145 3.077
H -0.574 1.073 -0.743
H 1.560 -0.384 -2.595
H 1.001 1.329 -1.347
```

Gap between HOMO and LUMO (eV): 10.35
E_LUMO (eV): 0.932
Spin multiplicity: 1
Total charge: 0
SMILES: C=NC.S

---

Arrangement iii

A single C2H7NS molecule, computed with wB97M-V/def2-TZVPD.

Structure (XYZ):
```
11
Properties=species:S:1:pos:R:3
S 0.125 2.398 -0.377
N -0.094 -1.700 -0.097
C -0.549 -0.325 0.145
C 0.572 0.729 0.158
H -0.691 2.075 -1.427
H -1.060 -0.325 1.110
H 1.361 0.522 -0.563
H 1.025 0.640 1.147
H -0.347 -2.295 0.683
H 0.925 -1.722 -0.169
H -1.267 0.003 -0.611
```

Gap between HOMO and LUMO (eV): 10.10
E_LUMO (eV): 1.023
Spin multiplicity: 1
Total charge: 0
SMILES: NCCS

---

Of them, arrangement ii has the lowest stability.

---

Arrangement i

A single C7H13N molecule, computed with wB97M-V/def2-TZVPD.

Structure (XYZ):
```
21
Properties=species:S:1:pos:R:3
N 1.913 -2.490 -1.726
C -0.215 2.504 0.767
C -1.365 1.881 -0.065
C -0.959 0.496 -0.588
C 1.500 -1.387 -0.997
C -0.557 -0.538 0.243
C -0.605 -0.554 1.629
C 0.151 -1.702 -0.374
H -0.443 -2.222 -1.140
H -1.418 -0.628 2.341
H 2.224 -0.982 -0.272
H -0.518 3.181 1.575
H 0.302 1.685 1.246
H 0.361 -2.454 0.381
H -1.316 0.214 -1.576
H -2.231 1.661 0.571
H -1.663 2.533 -0.885
H 0.432 3.089 0.122
H 0.251 -1.123 2.005
H 1.247 -0.512 -1.661
H 2.909 -2.650 -1.595
```

Gap between HOMO and LUMO (eV): 4.38
E_LUMO (eV): -2.295
Spin multiplicity: 1
Total charge: 0

---

Arrangement ii

A molecular structure, C7H13N, computed with wB97M-V/def2-TZVPD.

Structure (XYZ):
```
21
Properties=species:S:1:pos:R:3
N 1.461 0.907 -1.492
C -0.392 -1.721 1.405
C 2.087 -0.131 -0.953
C 0.042 -1.031 0.322
C -0.884 0.636 0.073
C -0.635 1.672 0.870
C -2.217 0.388 -0.563
C 1.734 -0.589 0.357
H -2.615 -0.580 -0.250
H 1.459 0.997 -2.500
H -0.154 -1.486 -0.647
H -0.972 -2.626 1.296
H -2.952 1.155 -0.296
H -0.181 -1.382 2.411
H 0.552 1.151 -0.993
H -1.372 2.443 1.088
H 0.341 1.833 1.323
H -2.133 0.361 -1.654
H 2.749 -0.709 -1.588
H 2.301 -1.463 0.660
H 1.784 0.175 1.134
```

Gap between HOMO and LUMO (alpha / beta) (eV): 5.87 / 7.73
E_LUMO (alpha / beta) (eV): 0.059 / 0.962
Spin multiplicity: 1
Total charge: 0

---

Of them, arrangement i has the lowest stability.

---

Arrangement i

A single C7H13N molecule, computed with wB97M-V/def2-TZVPD.

Structure (XYZ):
```
21
Properties=species:S:1:pos:R:3
N 1.579 -2.374 0.372
C 0.190 1.767 -1.019
C -0.036 1.032 0.334
C -1.116 -1.288 0.105
C 1.356 -0.992 0.163
C 0.130 -0.478 0.180
C -1.938 -1.370 1.144
C -0.188 3.238 -0.998
H 0.744 1.386 0.999
H -1.822 -0.659 1.959
H -1.244 -1.794 -0.843
H -0.907 3.522 -0.223
H -1.036 1.313 0.638
H 2.231 -0.357 0.113
H 2.073 -2.836 -0.380
H -0.598 3.591 -1.947
H 1.250 1.690 -1.256
H -2.818 -1.995 1.228
H 0.665 3.865 -0.807
H -0.389 1.221 -1.770
H 0.711 -2.835 0.603
```

Gap between HOMO and LUMO (eV): 9.11
E_LUMO (eV): 1.096
Spin multiplicity: 1
Total charge: 0
SMILES: C=C/C(=C\N)CCC

---

Arrangement ii

A single C7H13N molecule, computed with wB97M-V/def2-TZVPD.

Structure (XYZ):
```
21
Properties=species:S:1:pos:R:3
N 0.922 0.522 1.379
C 0.268 0.271 0.060
C -0.478 0.018 1.342
C 0.265 2.728 -0.501
C 0.879 -0.763 -0.857
C -0.129 -1.442 -1.804
C -0.159 1.478 -0.681
C -0.728 -1.338 1.928
H 0.390 -2.222 -2.354
H 1.422 -1.454 -0.242
H -0.175 3.502 -1.143
H -0.808 1.297 -1.530
H -0.959 -1.936 -1.252
H 0.939 3.021 0.377
H -0.056 -2.116 1.553
H -1.185 0.785 1.568
H -0.595 -1.343 3.018
H -0.531 -0.667 -2.512
H 1.662 -0.289 -1.528
H -1.779 -1.601 1.597
H 0.835 1.551 1.582
```

Gap between HOMO and LUMO (eV): 10.34
E_LUMO (eV): 1.048
Spin multiplicity: 1
Total charge: 0
SMILES: C=C[C@@]1(CC)N[C@@H]1C

---

Of them, arrangement ii has the lowest stability.